{"formula": "C31H42ClN5O3P3Y", "method": "the ωB97M-V functional and the def2-TZVPD basis", "gap_ev": 7.7, "e_tot_ha": -3228.38570, "charge": 2, "e_above_lowest_kcal_mol": 1.47, "symbols": ["Y", "C", "N", "C", "P", "O", "O", "P", "O", "N", "C", "C", "N", "C", "C", "N", "C", "C", "H", "H", "H", "H", "H", "H", "H", "H", "H", "H", "H", "H", "H", "H", "H", "H", "H", "H", "H", "H", "H", "H", "H", "H", "C", "C", "C", "C", "C", "C", "P", "C", "C", "C", "C", "C", "C", "C", "C", "C", "C", "C", "C", "H", "H", "H", "H", "H", "H", "H", "H", "H", "H", "H", "H", "H", "H", "Cl", "C", "C", "C", "C", "N", "C", "H", "H", "H", "H"], "positions_angstrom": [[-0.015551, 1.001838, 0.205994], [0.622859, -2.336831, -3.142163], [-0.738758, -1.917715, -2.781715], [-1.685786, -1.949824, -3.896921], [-1.125274, -2.010758, -1.202377], [-0.217647, -1.195415, -0.326073], [-2.624526, -1.405461, -1.147244], [-3.194686, 0.105814, -1.060251], [-2.055157, 1.002691, -0.624280], [-4.451952, -0.093916, -0.063220], [-4.384306, -0.970175, 1.112188], [-5.422138, 1.003274, 0.080882], [-3.747986, 0.596337, -2.492515], [-4.917956, -0.031843, -3.113978], [-3.109283, 1.633819, -3.303132], [-1.171295, -3.535176, -0.676637], [-1.019793, -3.863942, 0.744566], [-1.779203, -4.593692, -1.485117], [0.643417, -3.381837, -3.459818], [1.293921, -2.211876, -2.293383], [0.979632, -1.714761, -3.964318], [-1.685040, -2.928399, -4.382768], [-1.391309, -1.204392, -4.638420], [-2.692227, -1.729629, -3.554241], [-3.764778, -1.838740, 0.909785], [-5.391083, -1.315799, 1.341993], [-3.995751, -0.436795, 1.983416], [-5.434951, 1.624033, -0.811857], [-5.177482, 1.628194, 0.941614], [-6.413436, 0.575412, 0.223211], [-5.295655, -0.839507, -2.491071], [-4.648951, -0.433659, -4.092419], [-5.710301, 0.705364, -3.251538], [-2.323480, 2.128132, -2.740143], [-3.853793, 2.378728, -3.585903], [-2.690131, 1.201871, -4.214904], [-0.520793, -3.052858, 1.267933], [-0.409626, -4.762197, 0.834403], [-1.990714, -4.056742, 1.206839], [-1.784016, -4.319631, -2.537990], [-2.805335, -4.791685, -1.168271], [-1.195752, -5.506809, -1.372877], [5.216714, 0.554445, -0.381491], [4.285477, -0.468521, -0.481542], [3.207798, -0.508308, 0.395410], [3.060169, 0.472176, 1.380132], [3.998475, 1.503108, 1.466383], [5.073608, 1.538207, 0.592748], [1.580510, 0.399373, 2.441138], [2.018026, -0.505486, 3.938987], [1.041981, -0.659973, 4.923684], [1.343944, -1.330476, 6.096829], [2.614401, -1.860044, 6.287151], [3.583858, -1.714644, 5.306548], [3.290433, -1.035905, 4.131680], [1.221216, 2.127992, 2.822087], [1.650013, 2.812217, 3.955370], [1.339326, 4.158082, 4.075752], [0.619687, 4.794350, 3.069455], [0.195293, 4.090782, 1.949094], [0.470353, 2.726046, 1.782264], [6.062599, 0.583220, -1.055939], [4.406643, -1.241430, -1.229770], [2.486473, -1.318245, 0.332339], [3.882176, 2.274506, 2.218252], [5.808602, 2.328343, 0.675329], [0.051329, -0.242284, 4.781518], [0.589777, -1.440127, 6.864483], [2.847865, -2.384249, 7.204047], [4.573801, -2.123870, 5.456753], [4.054689, -0.917439, 3.373984], [2.208149, 2.303840, 4.733680], [1.655608, 4.712534, 4.949444], [0.382269, 5.846033, 3.169090], [-0.374943, 4.628996, 1.198030], [1.133248, 0.891773, -5.560060], [1.626490, 1.545081, -4.045353], [2.723286, 2.390130, -3.943128], [3.067602, 2.876532, -2.693184], [2.315788, 2.507548, -1.592199], [1.255232, 1.695018, -1.702484], [0.915632, 1.220825, -2.908375], [3.288401, 2.657310, -4.826087], [3.913431, 3.537442, -2.569559], [2.551621, 2.862801, -0.596178], [0.059022, 0.556848, -2.963590]], "forces_ev_per_a": [[0.132, 0.049, -0.086], [-0.004, -0.005, -0.011], [-0.001, 0.008, 0.015], [0.004, 0.006, -0.016], [-0.046, -0.037, 0.016], [-0.020, 0.007, -0.029], [0.005, 0.018, -0.020], [-0.052, -0.037, -0.058], [-0.005, 0.000, 0.043], [0.066, 0.019, 0.035], [-0.025, 0.012, -0.008], [0.004, -0.019, -0.001], [-0.013, -0.010, 0.016], [0.002, -0.004, 0.000], [0.000, -0.007, -0.008], [0.015, 0.013, -0.013], [-0.002, -0.014, 0.015], [-0.011, -0.008, 0.001], [-0.002, 0.000, -0.001], [0.003, 0.003, -0.002], [0.001, 0.000, 0.002], [0.000, -0.003, 0.004], [0.001, -0.002, 0.001], [0.000, -0.004, -0.001], [0.003, 0.000, -0.003], [-0.004, -0.001, -0.004], [-0.005, 0.003, -0.002], [0.004, -0.002, 0.001], [-0.005, 0.000, 0.000], [-0.007, 0.007, 0.000], [-0.002, 0.000, -0.003], [0.000, -0.003, 0.002], [0.001, 0.002, 0.002], [0.000, -0.003, 0.005], [0.002, 0.004, 0.001], [0.003, 0.000, 0.001], [-0.002, 0.007, -0.003], [-0.002, 0.000, -0.004], [0.000, 0.002, -0.002], [0.000, 0.002, 0.000], [0.000, 0.000, -0.002], [0.003, 0.002, 0.002], [0.004, 0.014, 0.001], [-0.005, -0.006, 0.000], [0.012, 0.007, -0.014], [-0.021, 0.019, -0.017], [0.011, -0.014, -0.001], [0.000, -0.005, -0.006], [-0.050, -0.042, 0.102], [0.057, -0.006, -0.029], [-0.009, 0.003, 0.007], [-0.010, 0.004, -0.003], [0.008, -0.002, -0.004], [-0.003, -0.002, 0.005], [-0.013, 0.004, 0.009], [-0.003, 0.067, 0.023], [0.001, 0.008, 0.002], [-0.010, -0.004, -0.010], [0.011, -0.002, 0.013], [0.000, 0.003, -0.015], [-0.005, -0.045, 0.049], [0.001, -0.002, 0.000], [-0.001, 0.002, 0.000], [-0.003, 0.000, 0.001], [0.001, 0.002, 0.002], [0.002, 0.000, 0.001], [0.001, 0.000, 0.000], [0.000, 0.001, 0.001], [0.001, -0.001, -0.001], [0.000, 0.001, 0.001], [0.001, 0.000, 0.001], [0.001, -0.002, -0.002], [0.000, -0.001, 0.001], [-0.001, 0.000, -0.001], [-0.004, 0.000, 0.002], [0.001, 0.004, 0.002], [0.002, -0.004, 0.004], [-0.006, 0.004, -0.001], [0.007, -0.015, -0.002], [-0.049, 0.003, -0.027], [-0.009, 0.001, 0.016], [0.030, 0.003, 0.016], [0.001, 0.002, 0.002], [0.002, -0.001, -0.001], [0.001, 0.002, -0.007], [0.000, -0.003, -0.004]], "lowdin_charge": [1.48, -0.07, -0.29, -0.07, 0.49, -0.39, -0.25, 0.51, -0.39, -0.29, -0.06, -0.06, -0.30, -0.07, -0.06, -0.28, -0.06, -0.05, 0.10, 0.08, 0.07, 0.10, 0.08, 0.06, 0.07, 0.10, 0.10, 0.08, 0.10, 0.10, 0.09, 0.09, 0.10, 0.07, 0.10, 0.09, 0.08, 0.10, 0.09, 0.07, 0.10, 0.10, -0.06, -0.07, -0.13, -0.41, -0.08, -0.06, 1.00, -0.37, -0.10, -0.07, -0.06, -0.06, -0.08, -0.47, -0.09, -0.06, -0.08, -0.14, -0.30, 0.11, 0.11, 0.09, 0.12, 0.12, 0.11, 0.11, 0.11, 0.11, 0.10, 0.11, 0.11, 0.11, 0.09, 0.74, -0.63, -0.03, -0.01, -0.10, -0.05, -0.16, 0.13, 0.13, 0.11, 0.09]}